1.
Density functional theory data (ωB97M-V/def2-TZVPD) for a cluster of 2 separate species, C3H6INO2S in total in a non-equilibrium geometry.

Atoms and positions in Å:
C1 -0.66 -0.49 -0.07
C2 -0.32 -1.73 -0.80
C3 -0.44 1.86 0.35
N1 0.20 0.61 -0.23
O1 -1.66 -0.36 0.59
O2 2.47 1.70 -0.10
S1 1.82 0.43 -0.36
I1 5.26 -1.28 0.21
H1 -0.85 -2.55 -0.40
H2 -0.79 -1.84 -1.90
H3 0.79 -1.90 -0.86
H4 0.25 2.61 0.07
H5 -1.41 2.01 0.00
H6 -0.74 1.81 1.36

Properties
**Strongest force on any atom**: 3.7 eV Å⁻¹
**Multiplicity**: 3
**Charge**: 0
**Orbital gap (alpha / beta)**: 8.76 / 6.61 eV
**M**: 247.06 g mol⁻¹

***

2.
Density functional theory data (ωB97M-V/def2-TZVPD) for a structure of composition C20H29BeClNP in a non-equilibrium geometry.

Atoms and positions in Å:
C1 2.67 -0.84 -4.15
C2 2.48 0.53 -3.96
C3 1.54 0.97 -3.00
C4 0.83 0.04 -2.26
C5 1.00 -1.32 -2.44
C6 1.93 -1.76 -3.40
C7 1.40 2.46 -2.81
C8 0.14 2.98 -2.10
N1 -0.95 1.96 -1.80
Be1 -0.56 0.55 -1.26
C9 0.18 -2.27 -1.63
P1 -1.38 -1.37 -0.55
H1 3.04 1.26 -4.55
H2 2.06 -2.83 -3.57
H3 3.40 -1.18 -4.89
H4 0.80 -2.76 -0.86
H5 -0.30 -3.03 -2.26
H6 2.27 2.84 -2.24
H7 1.48 2.96 -3.79
H8 0.40 3.49 -1.17
C10 -1.17 -2.58 0.89
C11 -2.61 -2.05 -1.82
H9 -0.35 3.74 -2.74
C12 -1.58 1.57 -3.11
C13 -1.96 2.59 -0.94
H10 -2.67 -1.34 0.15
H11 -2.09 2.45 -3.50
H12 -0.85 1.24 -3.84
H13 -2.33 0.78 -2.94
H14 -2.55 3.29 -1.55
H15 -2.63 1.83 -0.52
H16 -1.49 3.15 -0.13
H17 -2.93 -3.06 -1.51
H18 -3.48 -1.39 -1.79
H19 -2.18 -2.05 -2.82
H20 -1.49 -3.59 0.57
H21 -0.15 -2.58 1.29
H22 -1.84 -2.25 1.69
H23 0.92 2.14 0.18
Cl1 2.71 -1.43 0.73
C14 2.06 -0.47 2.02
C15 2.06 -1.00 3.30
C16 1.43 -0.29 4.34
C17 0.76 0.91 4.06
C18 0.80 1.45 2.78
C19 1.54 0.81 1.76
C20 1.77 1.50 0.46
H24 2.55 -1.95 3.48
H25 1.46 -0.68 5.34
H26 0.23 1.44 4.86
H27 0.29 2.39 2.55
H28 2.63 2.18 0.52
H29 1.98 0.79 -0.36

Properties
**Strongest force on any atom**: 4.0 eV Å⁻¹
**Energy above the lowest of the compared OMol25 structures with the same formula, charge and spin**: 12.6 kcal per mole
**Charge**: 0
**Orbital gap**: 6.33 eV
**M**: 358.90 g mol⁻¹

***

3.
Density functional theory data (ωB97M-V/def2-TZVPD) for a cluster of 9 separate species, C43H67F24NO20PSi in total in a non-equilibrium geometry.

Atoms and positions in Å:
C1 2.18 -1.53 5.11
C2 2.36 -1.52 3.58
C3 1.66 -2.73 2.92
C4 1.83 -0.21 2.98
C5 0.30 -0.04 3.23
P1 -0.12 1.49 4.04
O1 1.06 1.86 5.06
C6 -1.64 1.47 5.00
C7 -2.84 0.70 4.45
O2 -2.54 -0.65 4.18
Si1 -3.17 -1.30 2.74
C8 -2.69 -0.32 1.20
C9 -2.46 -3.01 2.58
C10 -5.03 -1.26 2.87
C11 -0.08 2.85 2.81
O3 0.63 2.42 1.66
N1 -0.29 2.30 0.53
O4 0.19 1.69 -0.32
H1 2.31 -0.53 5.53
H2 2.89 -2.21 5.57
H3 1.18 -1.87 5.36
H4 3.42 -1.56 3.32
H5 2.38 -3.42 2.48
H6 1.05 -3.29 3.63
H7 1.00 -2.40 2.12
H8 2.40 0.64 3.37
H9 1.99 -0.24 1.90
H10 -0.20 -0.02 2.26
H11 -0.12 -0.89 3.77
H12 0.89 1.46 5.93
H13 -1.39 1.16 6.02
H14 -1.95 2.52 5.08
H15 -3.28 1.23 3.59
H16 -3.61 0.74 5.23
H17 -3.50 -0.31 0.48
H18 -1.77 -0.71 0.76
H19 -2.48 0.73 1.45
H20 -2.95 -3.50 1.74
H21 -2.58 -3.58 3.50
H22 -1.40 -2.94 2.34
H23 -5.39 -0.38 2.35
H24 -5.42 -2.16 2.39
H25 -5.36 -1.23 3.91
H26 -1.11 3.11 2.54
H27 0.45 3.68 3.27
C12 -1.77 -2.10 7.23
C13 -0.49 -1.98 8.04
O5 -0.70 -2.31 9.42
C14 -0.74 -3.62 9.69
O6 -0.60 -4.51 8.91
C15 -0.94 -3.82 11.21
F1 -1.92 -3.04 11.67
F2 0.19 -3.52 11.86
F3 -1.25 -5.09 11.46
H28 -2.56 -1.49 7.68
H29 -1.60 -1.77 6.21
H30 -2.12 -3.13 7.21
H31 -0.13 -0.95 8.06
H32 0.30 -2.60 7.63
C16 -10.32 -2.44 5.95
C17 -9.53 -2.37 7.23
O7 -8.43 -3.31 7.22
C18 -7.35 -2.94 6.56
O8 -7.17 -1.92 5.97
C19 -6.28 -4.05 6.69
F4 -6.81 -5.26 6.46
F5 -5.76 -4.04 7.92
F6 -5.29 -3.86 5.82
H33 -10.67 -3.46 5.77
H34 -11.19 -1.78 6.01
H35 -9.72 -2.13 5.09
H36 -10.14 -2.66 8.08
H37 -9.15 -1.36 7.42
C20 2.03 3.07 -3.38
C21 2.17 1.60 -3.09
O9 2.00 0.79 -4.27
C22 3.03 0.70 -5.09
O10 4.10 1.22 -4.96
C23 2.68 -0.23 -6.27
F7 1.46 0.05 -6.75
F8 2.67 -1.50 -5.84
F9 3.55 -0.12 -7.25
H38 1.08 3.28 -3.87
H39 2.08 3.64 -2.45
H40 2.82 3.43 -4.04
H41 1.38 1.27 -2.42
H42 3.12 1.37 -2.62
C24 -2.51 -1.77 -6.08
C25 -2.08 -0.45 -6.68
O11 -3.11 0.10 -7.55
C26 -4.12 0.73 -6.99
O12 -4.24 0.90 -5.78
C27 -4.99 1.22 -8.20
F10 -5.17 0.24 -9.08
F11 -4.33 2.21 -8.81
F12 -6.15 1.70 -7.88
H43 -2.79 -2.48 -6.87
H44 -1.69 -2.20 -5.50
H45 -3.37 -1.65 -5.43
H46 -1.21 -0.59 -7.33
H47 -1.82 0.28 -5.92
C28 -4.90 6.18 -0.81
C29 -3.80 6.04 0.23
O13 -2.62 5.42 -0.34
C30 -1.83 6.22 -1.04
O14 -1.98 7.39 -1.25
C31 -0.62 5.43 -1.56
F13 -0.99 4.25 -2.09
F14 0.24 5.17 -0.55
F15 0.04 6.11 -2.49
H48 -5.13 5.21 -1.25
H49 -5.80 6.57 -0.34
H50 -4.60 6.85 -1.61
H51 -4.11 5.38 1.03
H52 -3.54 7.00 0.66
C32 7.33 0.27 -5.31
C33 7.29 0.02 -3.82
O15 8.34 -0.89 -3.40
C34 9.54 -0.35 -3.26
O16 9.86 0.79 -3.42
C35 10.53 -1.44 -2.78
F16 10.41 -2.56 -3.50
F17 10.30 -1.74 -1.50
F18 11.79 -1.01 -2.90
H53 7.28 -0.67 -5.86
H54 6.48 0.89 -5.59
H55 8.25 0.78 -5.60
H56 6.37 -0.48 -3.54
H57 7.37 0.95 -3.25
C36 13.43 0.35 -5.94
C37 13.56 -1.12 -5.60
O17 13.34 -1.95 -6.76
C38 14.36 -2.07 -7.60
O18 15.44 -1.58 -7.49
C39 13.96 -3.01 -8.76
F19 12.76 -2.70 -9.25
F20 13.92 -4.28 -8.32
F21 14.85 -2.94 -9.74
H58 12.46 0.55 -6.40
H59 13.52 0.95 -5.04
H60 14.20 0.66 -6.64
H61 12.79 -1.42 -4.89
H62 14.53 -1.35 -5.17
C40 -6.98 0.50 -4.65
C41 -5.86 1.07 -3.85
O19 -6.40 2.04 -2.89
C42 -6.99 1.56 -1.82
O20 -7.12 0.41 -1.52
C43 -7.47 2.74 -0.94
F22 -8.10 3.67 -1.65
F23 -6.42 3.32 -0.32
F24 -8.30 2.32 0.01
H63 -7.54 1.28 -5.12
H64 -6.60 -0.17 -5.40
H65 -7.67 -0.06 -4.00
H66 -5.11 1.64 -4.42
H67 -5.32 0.28 -3.32

Properties
**Strongest force on any atom**: 3.6 eV Å⁻¹
**Energy above the lowest of the compared OMol25 structures with the same formula, charge and spin**: 0.0 kcal per mole
**Charge**: +1
**Orbital gap**: 8.38 eV
**M**: 1433.01 g mol⁻¹

***

4.
Density functional theory data (ωB97M-V/def2-TZVPD) for a cluster of 7 separate species, C38H75BrNO11 in total in a non-equilibrium geometry.

Atoms and positions in Å:
C1 5.48 -0.08 0.25
C2 5.54 1.51 -0.27
C3 6.41 1.72 -1.65
C4 4.17 2.34 -0.12
C5 2.96 2.14 -1.22
C6 1.96 3.44 -0.84
C7 0.89 3.85 -1.99
C8 -0.16 4.92 -1.24
Br1 -0.24 2.45 -2.79
C9 3.39 2.64 -2.76
O1 4.22 3.71 -2.92
O2 2.87 2.05 -4.00
N1 2.21 0.86 -1.16
C10 1.54 0.53 0.13
C11 0.48 -0.75 0.09
C12 -0.81 -0.54 -0.88
C13 -1.85 0.58 -0.24
O3 -2.36 0.22 1.09
C14 2.78 -0.38 -1.69
O4 3.94 -0.39 -2.56
O5 3.76 -1.40 -3.38
H1 6.38 -0.29 1.00
H2 4.51 -0.33 0.84
H3 5.69 -0.82 -0.66
H4 6.26 2.00 0.56
H5 7.53 1.41 -1.37
H6 6.10 1.04 -2.55
H7 6.48 2.88 -1.92
H8 4.50 3.48 0.03
H9 3.70 2.05 0.95
H10 1.56 3.39 0.26
H11 2.73 4.36 -0.82
H12 1.34 4.50 -2.88
H13 -1.13 5.03 -1.90
H14 0.35 5.94 -0.96
H15 -0.49 4.39 -0.24
H16 0.94 1.37 0.67
H17 2.39 0.19 0.89
H18 1.04 -1.80 -0.05
H19 0.05 -0.82 1.21
H20 -1.42 -1.57 -0.85
H21 -0.57 -0.36 -2.01
H22 -2.74 0.72 -1.03
H23 -1.33 1.65 -0.16
H24 -1.83 0.82 1.73
H25 1.93 -0.98 -2.26
H26 3.07 -1.09 -0.77
H27 3.93 -0.99 -4.30
C15 1.01 4.74 4.68
C16 2.50 4.83 4.89
C17 3.03 4.02 3.73
O6 2.09 4.16 2.66
C18 0.89 4.77 3.17
H28 0.44 5.54 5.17
H29 0.64 3.78 5.07
H30 2.82 5.87 4.80
H31 2.83 4.45 5.86
H32 3.09 2.96 3.98
H33 4.01 4.36 3.40
H34 0.85 5.80 2.80
H35 0.02 4.23 2.81
C19 -3.98 -3.72 1.18
C20 -5.10 -4.08 2.12
C21 -4.40 -4.11 3.46
O7 -3.33 -3.16 3.39
C22 -3.16 -2.77 2.02
H36 -4.31 -3.29 0.24
H37 -3.39 -4.62 0.95
H38 -5.86 -3.28 2.11
H39 -5.60 -5.02 1.87
H40 -3.97 -5.10 3.66
H41 -5.07 -3.85 4.29
H42 -3.53 -1.74 1.92
H43 -2.10 -2.78 1.76
C23 -6.30 -9.62 3.01
C24 -6.51 -9.39 1.54
C25 -6.92 -7.94 1.50
O8 -6.26 -7.29 2.60
C26 -5.71 -8.30 3.46
H44 -5.66 -10.48 3.24
H45 -7.27 -9.79 3.50
H46 -5.56 -9.53 1.01
H47 -7.26 -10.06 1.09
H48 -8.00 -7.82 1.64
H49 -6.63 -7.45 0.56
H50 -4.63 -8.29 3.34
H51 -5.95 -8.07 4.50
C27 2.86 7.44 -5.87
C28 2.11 8.68 -5.43
C29 0.78 8.10 -4.98
O9 1.05 6.78 -4.50
C30 2.38 6.41 -4.87
H52 3.94 7.57 -5.87
H53 2.54 7.16 -6.88
H54 2.62 9.13 -4.57
H55 2.00 9.43 -6.21
H56 0.08 8.01 -5.82
H57 0.31 8.69 -4.19
H58 3.00 6.43 -3.96
H59 2.39 5.40 -5.28
C31 7.06 0.72 -7.22
C32 6.31 1.96 -6.78
C33 4.98 1.38 -6.33
O10 5.25 0.06 -5.85
C34 6.58 -0.31 -6.22
H60 8.14 0.85 -7.23
H61 6.74 0.44 -8.23
H62 6.82 2.41 -5.93
H63 6.20 2.71 -7.56
H64 4.28 1.29 -7.17
H65 4.51 1.97 -5.55
H66 7.20 -0.29 -5.32
H67 6.59 -1.32 -6.63
C35 -7.41 -4.80 6.60
C36 -8.83 -5.26 6.78
C37 -8.78 -6.68 6.26
O11 -7.45 -7.17 6.51
C38 -6.62 -6.06 6.90
H68 -7.13 -3.96 7.24
H69 -7.24 -4.51 5.56
H70 -9.08 -5.27 7.85
H71 -9.56 -4.64 6.26
H72 -8.94 -6.71 5.18
H73 -9.51 -7.33 6.74
H74 -6.42 -6.16 7.97
H75 -5.67 -6.11 6.36

Properties
**Strongest force on any atom**: 7.6 eV Å⁻¹
**Energy above the lowest of the compared OMol25 structures with the same formula, charge and spin**: 177.4 kcal per mole
**Charge**: -1
**Orbital gap**: 6.27 eV
**M**: 801.92 g mol⁻¹

***

5.
Density functional theory data (ωB97M-V/def2-TZVPD) for a structure of composition C32H35F10N9OS2Y in a non-equilibrium geometry.

Atoms and positions in Å:
Y1 0.50 -0.92 0.70
C1 3.73 -1.43 -0.60
N1 2.56 -2.16 -0.18
C2 2.88 -2.97 1.02
C3 3.09 -2.15 2.24
N2 1.87 -1.35 2.50
C4 1.68 -1.07 3.85
C5 1.70 -2.05 4.84
F1 1.97 -3.34 4.56
C6 1.41 -1.79 6.18
F2 1.47 -2.79 7.08
C7 1.09 -0.53 6.63
F3 0.92 -0.27 7.91
C8 1.14 0.49 5.64
F4 0.91 1.75 6.03
C9 1.41 0.21 4.35
F5 1.30 1.24 3.46
C10 2.11 -3.03 -1.28
C11 0.80 -3.74 -0.94
N3 -0.13 -2.82 -0.27
C12 -1.40 -3.33 -0.29
C13 -1.80 -4.68 -0.31
F6 -0.87 -5.64 -0.15
C14 -3.10 -5.07 -0.49
F7 -3.39 -6.35 -0.48
C15 -4.15 -4.17 -0.62
F8 -5.41 -4.64 -0.71
C16 -3.78 -2.83 -0.57
F9 -4.79 -1.92 -0.64
C17 -2.47 -2.45 -0.46
F10 -2.16 -1.06 -0.46
H1 4.69 -1.96 -0.43
H2 3.72 -1.28 -1.68
H3 3.79 -0.48 -0.07
H4 2.05 -3.61 1.25
H5 3.77 -3.58 0.79
H6 3.46 -2.79 3.05
H7 3.94 -1.49 2.12
H8 2.07 -2.49 -2.22
H9 2.86 -3.77 -1.50
H10 0.38 -4.14 -1.90
H11 1.07 -4.61 -0.33
N4 -1.15 1.08 1.00
N5 -2.17 1.08 1.95
C18 -2.38 0.05 2.78
N6 -3.37 0.24 3.66
S1 -1.49 -1.40 2.69
H12 -0.53 1.86 1.26
H13 -1.60 1.33 0.10
H14 -2.68 1.92 2.09
H15 -3.79 1.16 3.69
H16 -3.46 -0.34 4.49
O1 0.69 0.00 -1.54
C19 1.63 0.74 -2.33
C20 1.14 2.16 -2.53
C21 0.78 2.87 -1.22
C22 1.89 2.71 -0.21
C23 2.91 3.70 -0.24
C24 4.03 3.54 0.55
C25 4.13 2.38 1.36
C26 3.04 1.49 1.36
N7 1.94 1.67 0.61
H17 -0.10 -0.22 -2.12
H18 1.82 0.15 -3.23
H19 2.55 0.61 -1.78
H20 0.27 2.19 -3.18
H21 1.93 2.67 -3.11
H22 -0.16 2.49 -0.82
H23 0.61 3.93 -1.42
H24 2.81 4.63 -0.86
H25 4.85 4.21 0.54
H26 5.02 2.08 1.93
H27 3.09 0.66 2.10
C27 -3.95 3.20 -6.23
C28 -3.42 2.90 -4.87
C29 -3.39 3.73 -3.79
C30 -2.85 3.19 -2.57
N8 -2.27 2.00 -2.48
C31 -2.23 1.21 -3.59
S2 -1.50 -0.29 -3.68
N9 -2.89 1.68 -4.70
C32 -2.89 3.95 -1.31
H28 -4.77 3.95 -6.19
H29 -4.40 2.26 -6.63
H30 -3.09 3.58 -6.81
H31 -3.83 4.72 -3.90
H32 -2.91 1.04 -5.50
H33 -2.09 3.75 -0.65
H34 -3.76 3.57 -0.76
H35 -2.91 4.99 -1.52

Properties
**Strongest force on any atom**: 2.4 eV Å⁻¹
**Energy above the lowest of the compared OMol25 structures with the same formula, charge and spin**: 4.5 kcal per mole
**Charge**: +1
**Orbital gap**: 6.91 eV
**M**: 904.71 g mol⁻¹

***

6.
Density functional theory data (ωB97M-V/def2-TZVPD) for a cluster of 2 separate species, C3H3FI2O in total in a non-equilibrium geometry.

Atoms and positions in Å:
C1 1.28 0.80 -1.90
C2 1.31 2.30 -3.76
C3 0.01 0.07 0.01
O1 0.31 0.85 -1.14
F1 2.21 1.67 -4.47
I1 2.87 -0.56 -1.63
I2 -0.61 1.82 -4.53
H1 -0.76 -0.66 -0.27
H2 -0.39 0.75 0.76
H3 0.89 -0.46 0.38

Properties
**Strongest force on any atom**: 2.3 eV Å⁻¹
**Energy above the lowest of the compared OMol25 structures with the same formula, charge and spin**: 95.5 kcal per mole
**Charge**: 0
**Orbital gap**: 7.94 eV
**M**: 327.86 g mol⁻¹

***

7.
Density functional theory data (ωB97M-V/def2-TZVPD) for the molecule C4H10N2O in a non-equilibrium geometry.

Atoms and positions in Å:
N1 2.35 0.08 -0.50
C1 1.36 1.13 -0.69
C2 0.17 0.68 0.23
N2 -0.16 -0.74 -0.07
C3 -1.34 -1.23 0.65
C4 -2.57 -0.58 0.03
O1 -2.84 0.55 0.35
H1 2.73 -0.02 0.46
H2 3.20 0.29 -1.04
H3 0.95 1.25 -1.67
H4 1.64 2.12 -0.28
H5 -0.72 1.24 -0.13
H6 0.20 0.84 1.31
H7 0.76 -1.20 -0.18
H8 -1.23 -2.37 0.60
H9 -1.34 -0.92 1.70
H10 -3.16 -1.12 -0.77

Properties
**Strongest force on any atom**: 4.1 eV Å⁻¹
**Energy above the lowest of the compared OMol25 structures with the same formula, charge and spin**: 61.5 kcal per mole
**Charge**: 0
**Orbital gap**: 9.53 eV
**SMILES**: NCCNCC=O
**M**: 102.14 g mol⁻¹